Here is 2 unconnected molecules or ions with the total composition C2H5NO2 at a distorted geometry from the OMol25 dataset. Energies are from ωB97M-V/def2-TZVPD.

Summary:
**Gap between HOMO and LUMO**: 10.53 eV
**SMILES**: O=NO.C=C
**Electronic energy**: -7736.04615 eV
**Total charge**: 0
**Max |F|**: 3.24 eV/Å
**LUMO level**: 0.51 eV
**HOMO**: -10.01 eV

Cartesian coordinates (Å):
1 O 2.72897 0.29844 0.79176
2 N 1.74365 -0.20360 0.43462
3 O 1.89276 -1.08117 -0.65862
4 H 0.92511 -1.44606 -0.85263
5 C -1.26037 0.24046 -0.56119
6 C -1.13966 0.53011 0.68595
7 H -1.77882 -0.58791 -0.95012
8 H -1.12779 1.05681 -1.27598
9 H -0.62196 1.41120 0.97114
10 H -1.36189 -0.21828 1.41507


Here is a molecular structure, C14H28HgNO9S at a distorted geometry from the OMol25 dataset. Energies are from ωB97M-V/def2-TZVPD.

Summary:
**Gap between HOMO and LUMO**: 6.49 eV
**Electronic energy**: -49898.18724 eV
**Total charge**: -1
**Max |F|**: 8.93 eV/Å
**LUMO level**: 2.32 eV
**HOMO**: -4.17 eV

Cartesian coordinates (Å):
1 Hg 0.98315 0.49278 0.02968
2 C -0.90997 3.12170 2.92408
3 C 0.06378 2.30184 2.05522
4 O 0.41095 1.23085 2.54553
5 O 0.28420 2.63001 0.85799
6 H -1.00193 4.15453 2.58806
7 H -0.61155 3.04648 3.96973
8 H -1.90738 2.68230 2.90992
9 C 5.36139 -0.34779 1.25528
10 C 3.87924 0.25399 1.25607
11 O 3.20698 -0.01355 0.23870
12 O 3.39028 0.66638 2.36030
13 H 5.56451 -1.32737 1.68803
14 H 6.00646 0.21018 1.93398
15 H 5.73808 -0.35783 0.23249
16 C -0.15440 -3.47031 2.21011
17 C 0.49854 -2.15164 1.91174
18 O 0.45916 -1.67217 0.81595
19 O 1.24548 -1.60848 2.68827
20 H 0.43036 -4.36835 2.40931
21 H -1.05758 -3.70772 1.64797
22 H -0.46879 -3.32488 3.24360
23 C 1.38880 2.53467 -4.13788
24 C 0.96417 1.60303 -2.93535
25 C 1.10685 0.17365 -3.26221
26 O 0.76394 -0.55309 -2.09553
27 C 0.62150 -1.94148 -2.33513
28 N 1.72875 1.98239 -1.75164
29 H 2.43712 2.39741 -4.40296
30 H 1.60766 3.55804 -3.83307
31 H 0.89452 2.39297 -5.09898
32 H -0.06174 1.82242 -2.63959
33 H 2.15069 0.03567 -3.54408
34 H 0.40338 -0.06144 -4.06094
35 H -0.30495 -2.34991 -2.73883
36 H 0.78607 -2.57493 -1.46348
37 H 1.37547 -2.14375 -3.09587
38 H 1.57544 2.97888 -1.69168
39 H 2.63040 1.68384 -2.09514
40 C -4.45017 -0.35362 1.38953
41 C -3.29519 -1.33795 1.66991
42 C -2.96338 -1.90662 0.34708
43 S -2.67095 -0.32976 -0.66275
44 O -3.30286 -0.55615 -1.90666
45 O -1.33522 0.29532 -0.55278
46 C -3.77596 0.60716 0.35857
47 H -4.78717 0.09413 2.32444
48 H -5.27387 -0.97612 1.04009
49 H -3.63860 -2.09406 2.37593
50 H -2.48922 -0.86645 2.23223
51 H -3.79275 -2.45730 -0.09676
52 H -2.02210 -2.44127 0.21969
53 H -4.50399 1.07002 -0.30764
54 H -3.17747 1.27359 0.97968


Here is 2 unconnected molecules or ions with the total composition C2H10N at a distorted geometry from the OMol25 dataset. Energies are from ωB97M-V/def2-TZVPD.

Summary:
**Gap between HOMO and LUMO**: 9.12 eV
**Electronic energy**: -3717.94649 eV
**Total charge**: +1
**Max |F|**: 5.72 eV/Å
**LUMO level**: -4.84 eV
**HOMO**: -13.95 eV

Cartesian coordinates (Å):
1 N -1.52281 -1.39997 -2.65762
2 H -0.93642 -1.50651 -1.90854
3 H -1.23188 -2.19490 -3.27000
4 H -1.53890 -0.49050 -3.16387
5 H -2.44066 -1.46800 -2.13628
6 C 1.00918 1.56363 1.10264
7 C 0.82761 0.17132 2.07656
8 H 0.95154 2.46448 1.70624
9 H 2.11807 1.40304 0.87550
10 H 0.29176 1.61276 0.35810
11 H 1.71039 0.17282 2.83919
12 H 0.86179 -0.73410 1.57285
13 H -0.14677 0.13103 2.65495


Here is 2 unconnected molecules or ions with the total composition H4O2 from the OMol25 dataset. Energies are from ωB97M-V/def2-TZVPD.

Summary:
**Gap between HOMO and LUMO**: 12.04 eV
**SMILES**: O.O
**Electronic energy**: -4159.80850 eV
**Total charge**: 0
**Max |F|**: 0.36 eV/Å
**LUMO level**: 0.77 eV
**HOMO**: -11.27 eV

Cartesian coordinates (Å):
1 O 0.23904 -0.88918 -2.10583
2 H -0.63835 -1.26725 -2.16486
3 H 0.19085 -0.28547 -1.36460
4 O 0.05168 0.66912 1.51613
5 H -0.66790 1.01218 2.04598
6 H 0.82470 0.76061 2.07317


Here is a single C4H7NO2 molecule from the OMol25 dataset. Energies are from ωB97M-V/def2-TZVPD.

Summary:
**Gap between HOMO and LUMO**: 10.12 eV
**SMILES**: O=CN1CC(O)C1
**Electronic energy**: -9845.59310 eV
**Total charge**: 0
**Max |F|**: 0.35 eV/Å
**LUMO level**: 0.63 eV
**HOMO**: -9.49 eV

Cartesian coordinates (Å):
1 O 2.48302 1.16447 0.95760
2 C 2.06403 0.16002 0.41884
3 N 0.92427 0.10068 -0.32117
4 C 0.02830 -1.06144 -0.42068
5 C -1.09976 -0.17750 0.14004
6 O -2.31134 -0.29253 -0.54525
7 C -0.18571 1.04217 -0.14076
8 H 2.58341 -0.81901 0.45963
9 H 0.33224 -1.93960 0.15974
10 H -0.16345 -1.34470 -1.46180
11 H -1.21438 -0.33492 1.22135
12 H -2.98608 0.18297 -0.04611
13 H -0.00716 1.77116 0.65490
14 H -0.44737 1.54823 -1.07633


Here is 18 unconnected molecules or ions with the total composition C4H34BO25 at a distorted geometry from the OMol25 dataset. Energies are from ωB97M-V/def2-TZVPD.

Summary:
**Gap between HOMO and LUMO**: 9.06 eV
**Electronic energy**: -56570.34629 eV
**Total charge**: -1
**Max |F|**: 5.30 eV/Å
**LUMO level**: 1.58 eV
**HOMO**: -7.48 eV

Cartesian coordinates (Å):
1 O -2.42111 -2.96102 0.64574
2 C -1.40891 -2.28845 0.56841
3 O -1.18203 -1.11374 1.19331
4 B 0.11666 -0.54321 0.66730
5 O 0.61593 -1.55147 -0.37228
6 C -0.30332 -2.59164 -0.44684
7 O -0.36141 -3.55787 -1.18291
8 O 1.06200 -0.33849 1.76186
9 C 1.48288 0.85954 1.69564
10 O 2.33005 1.30487 2.45607
11 C 0.90195 1.65594 0.53574
12 O -0.06514 0.85423 0.13717
13 O 1.27301 2.84034 0.26786
14 O -1.94113 7.71536 -2.06761
15 H -1.25203 8.32246 -2.33741
16 H -1.62985 6.85655 -2.35359
17 O 5.50656 3.32810 8.53119
18 H 6.31634 2.82042 8.58362
19 H 4.98296 2.87701 7.86892
20 O -2.13663 2.70842 4.62787
21 H -1.75786 1.86730 4.37237
22 H -2.98601 2.73289 4.18721
23 O -7.25694 -4.52491 -2.64696
24 H -7.42450 -5.30794 -3.17138
25 H -6.37520 -4.65419 -2.29761
26 O -4.14915 0.34281 -2.73693
27 H -3.88681 -0.18581 -3.49057
28 H -3.76372 1.20337 -2.90158
29 O -6.27822 0.86878 1.17040
30 H -6.30028 -0.05964 1.40230
31 H -5.64950 0.92147 0.45056
32 O 7.03490 4.97801 2.67495
33 H 6.14584 4.62561 2.63479
34 H 7.25888 5.16859 1.76405
35 O 5.09940 7.45663 -2.10921
36 H 4.43730 7.23716 -1.45370
37 H 5.93372 7.35333 -1.65153
38 O 2.74881 3.73835 -4.50778
39 H 3.06300 4.58649 -4.19443
40 H 3.11194 3.10447 -3.88926
41 O -2.91732 -7.72378 -5.17566
42 H -2.16120 -7.40326 -4.68393
43 H -2.54175 -8.12101 -5.96140
44 O 0.43840 -9.13520 -0.35504
45 H 0.30525 -8.18882 -0.30159
46 H 0.85218 -9.36668 0.47649
47 O -7.51555 -6.10725 2.16592
48 H -6.64060 -6.25953 1.80885
49 H -7.99990 -6.90774 1.96379
50 O 0.02127 8.37083 3.57835
51 H 0.32898 7.69679 2.97236
52 H 0.72589 8.45588 4.22061
53 O -1.72249 3.36045 -4.86636
54 H -1.88287 3.75317 -5.72443
55 H -0.77483 3.22905 -4.83592
56 O 5.32677 0.37737 -2.15369
57 H 4.84226 -0.14431 -2.79349
58 H 5.81050 -0.26633 -1.63611
59 O 2.30687 -9.73589 -4.57025
60 H 1.77994 -9.57228 -3.78807
61 H 3.21238 -9.65290 -4.27127
62 O 2.22448 -1.97250 6.77160
63 H 2.04826 -1.83684 5.84060
64 H 3.04082 -1.49937 6.93276


Here is 9 unconnected molecules or ions with the total composition C9H27N9O18 at a distorted geometry from the OMol25 dataset. Energies are from ωB97M-V/def2-TZVPD.

Summary:
**Gap between HOMO and LUMO**: 9.94 eV
**SMILES**: C[N+](=O)[O-].C[N+](=O)[O-].C[N+](=O)[O-].C[N+](=O)[O-].C[N+](=O)[O-].C[N+](=O)[O-].C[N+](=O)[O-].C[N+](=O)[O-].C[N+](=O)[O-]
**Electronic energy**: -60011.62551 eV
**Total charge**: 0
**Max |F|**: 1.93 eV/Å
**LUMO level**: -0.77 eV
**HOMO**: -10.71 eV

Cartesian coordinates (Å):
1 C 2.89488 -2.01125 -1.15032
2 N 1.57154 -2.31883 -1.78354
3 O 0.85219 -3.13593 -1.26089
4 O 1.27483 -1.66231 -2.75919
5 H 3.05965 -2.78033 -0.40153
6 H 2.89605 -1.00847 -0.74142
7 H 3.60639 -2.14014 -1.96222
8 C -1.01473 4.91294 -0.79427
9 N -0.21654 5.46966 0.34750
10 O 0.28842 6.56930 0.21334
11 O -0.06455 4.73109 1.30792
12 H -1.10751 5.70087 -1.53440
13 H -1.97085 4.49773 -0.50135
14 H -0.34857 4.12914 -1.14955
15 C -1.56523 0.54955 -2.53896
16 N -1.40495 1.52921 -3.63903
17 O -0.87826 1.15002 -4.66220
18 O -1.80848 2.65905 -3.46207
19 H -1.58204 1.11893 -1.61812
20 H -0.71276 -0.12417 -2.54908
21 H -2.50299 0.01586 -2.65819
22 C -2.31758 -2.54266 -0.52774
23 N -2.53912 -3.95087 -0.10384
24 O -3.66199 -4.28957 0.16957
25 O -1.56606 -4.64892 0.03630
26 H -2.89858 -2.39696 -1.43259
27 H -1.25527 -2.38422 -0.69126
28 H -2.61999 -1.88453 0.28142
29 C 4.11953 -1.77060 2.97696
30 N 3.54692 -1.47810 4.31371
31 O 4.18831 -0.73928 5.01801
32 O 2.45352 -1.90917 4.57715
33 H 5.03858 -2.33058 3.12452
34 H 4.20883 -0.78895 2.52083
35 H 3.46927 -2.38424 2.37012
36 C 0.98232 -4.23321 2.09375
37 N 1.84029 -4.56006 3.27678
38 O 1.25458 -4.84501 4.30115
39 O 3.05199 -4.61061 3.13740
40 H 1.45130 -3.48606 1.46605
41 H 0.09144 -3.79891 2.53772
42 H 0.73280 -5.19245 1.65333
43 C -0.16460 1.08234 1.23682
44 N 0.69917 -0.12607 1.35121
45 O 1.74533 -0.10636 1.93772
46 O 0.26414 -1.09838 0.76753
47 H -0.51565 1.09051 0.21940
48 H 0.44035 1.96130 1.44100
49 H -0.94640 1.01111 1.98632
50 C -5.51205 2.39115 0.67726
51 N -4.18382 1.83410 0.24999
52 O -3.17611 2.31522 0.74234
53 O -4.19357 0.99286 -0.63342
54 H -5.67217 3.28238 0.08566
55 H -5.49117 2.50155 1.75796
56 H -6.22892 1.59322 0.50127
57 C 1.74327 2.96392 -3.35828
58 N 1.70015 1.95432 -2.27473
59 O 0.82276 2.10267 -1.42932
60 O 2.57595 1.14338 -2.18658
61 H 2.74683 2.99317 -3.76910
62 H 1.44367 3.93720 -2.99440
63 H 1.06528 2.55349 -4.11040


Here is 2 unconnected molecules or ions with the total composition C6H12N3O2 at a distorted geometry from the OMol25 dataset. Energies are from ωB97M-V/def2-TZVPD.

Summary:
**Gap between HOMO and LUMO**: 9.40 eV
**Electronic energy**: -14971.92146 eV
**Total charge**: +1
**Max |F|**: 6.34 eV/Å
**LUMO level**: -3.17 eV
**HOMO**: -12.57 eV

Cartesian coordinates (Å):
1 C 2.45859 -0.64885 0.36500
2 C -0.29697 1.46880 -0.32088
3 C 1.72467 -0.44394 -0.56940
4 C -1.30619 -0.23368 0.82309
5 C 3.22489 -0.41808 1.55884
6 C -3.09721 -1.58808 -0.09318
7 N -2.15252 -0.46119 -0.13844
8 N 0.77456 2.23644 -0.36223
9 N -1.18921 1.48766 -1.34027
10 O 0.96980 -0.61660 -1.62780
11 O -0.40034 0.72071 0.79318
12 H -1.40900 -0.89219 1.65471
13 H 2.75140 0.38775 2.27484
14 H 4.24824 -0.14474 1.43108
15 H 3.21778 -1.35895 2.17881
16 H -2.75089 -2.04651 -1.08606
17 H -3.02006 -2.27264 0.77464
18 H -4.17454 -1.10559 -0.21132
19 H 1.32297 2.05200 0.44364
20 H 1.07933 2.65689 -1.17072
21 H -1.81765 0.68681 -1.35032
22 H -0.99267 2.07613 -2.18579
23 H 0.83503 -1.54215 -1.84142